No. 1
ORCA calculation (the ωB97M-V functional and the def2-TZVPD basis) on a molecular structure, C2H3MgO4Rb at a distorted geometry.

Cartesian coordinates (Å):
O (-0.77571, 0.79130, -0.70547)
C (-0.47299, 1.18795, -1.82633)
C (0.91453, 0.99787, -2.35213)
O (1.73075, 0.33658, -1.48372)
O (-0.40263, -3.50814, 5.05351)
O (-0.17000, -2.19141, 5.77901)
Mg (0.91180, -0.17410, 0.17785)
Rb (-2.54014, -1.59517, 3.79856)
H (-1.24009, 1.64123, -2.48021)
H (1.26190, 2.02288, -2.62386)
H (0.78257, 0.49100, -3.33721)

Calculated values
E_LUMO (spin up / spin down)	-0.870 / -1.035	eV

Here are the Löwdin charges for atoms 1 to 6, given in e: number 1, O, carries -0.11; number 2, C, carries -0.20; number 3, C, carries -0.39; number 4, O, carries -0.40; number 5, O, carries -0.47; number 6, O, carries -0.47


No. 2
ORCA calculation (the ωB97M-V functional and the def2-TZVPD basis) on a single C22H27NO6 molecule.

Cartesian coordinates (Å):
C (-0.15431, 4.49964, 2.43663)
C (-0.02528, 3.27412, 3.33258)
C (-0.95528, 2.15630, 2.87011)
C (-0.84402, 0.89774, 3.74446)
C (0.51020, 0.27117, 3.62504)
C (1.39441, 0.43068, 4.63941)
C (2.75320, -0.05149, 4.60179)
O (3.56596, 0.05069, 5.48851)
O (3.14101, -0.66100, 3.43795)
C (2.29012, -0.85768, 2.40896)
C (2.83752, -1.49645, 1.30136)
C (2.05396, -1.76318, 0.19693)
C (2.63968, -2.43505, -1.00624)
C (0.71070, -1.40631, 0.22918)
C (0.14478, -0.76462, 1.31896)
O (-1.18011, -0.45761, 1.37922)
C (-1.94246, -0.52256, 0.20193)
C (-1.36902, 0.43609, -0.85595)
O (-0.58177, 1.30056, -0.53128)
N (-1.79542, 0.28334, -2.12924)
C (-2.63927, -0.77002, -2.64278)
C (-1.78515, -1.82942, -3.34492)
C (-0.96337, -1.17377, -4.46194)
C (-0.01876, -2.17711, -5.09066)
O (0.02628, -2.44547, -6.25867)
O (0.79347, -2.74427, -4.18837)
C (-0.15801, 0.00940, -3.90413)
C (-1.08633, 0.98579, -3.18275)
C (0.94300, -0.44588, 2.44552)
H (0.52939, 5.28304, 2.75540)
H (0.07596, 4.23593, 1.40691)
H (-1.16828, 4.89356, 2.47039)
H (-0.26221, 3.54796, 4.36399)
H (1.00784, 2.92123, 3.31227)
H (-0.72515, 1.91005, 1.83380)
H (-1.98791, 2.51116, 2.90919)
H (-1.61323, 0.18619, 3.44948)
H (-1.01095, 1.17719, 4.78712)
H (1.12104, 0.95678, 5.54064)
H (3.87988, -1.76954, 1.33111)
H (1.90161, -2.55069, -1.79607)
H (3.02194, -3.41877, -0.73792)
H (3.47390, -1.85044, -1.39029)
H (0.11017, -1.63683, -0.63620)
H (-2.00306, -1.55455, -0.16409)
H (-2.94199, -0.18435, 0.49225)
H (-3.32632, -0.32057, -3.36865)
H (-3.23792, -1.21274, -1.84854)
H (-1.10681, -2.29286, -2.62631)
H (-2.42807, -2.60685, -3.75996)
H (-1.63375, -0.81803, -5.25040)
H (1.39769, -3.36617, -4.62400)
H (0.58766, -0.35885, -3.19688)
H (0.35956, 0.52257, -4.71508)
H (-1.81475, 1.41208, -3.87841)
H (-0.51198, 1.78988, -2.72138)

Calculated values
E_LUMO	0.284	eV

Here are the Löwdin charges for atoms 1 to 6, given in e: number 1, C, carries -0.11; number 2, C, carries -0.26; number 3, C, carries -0.19; number 4, C, carries -0.14; number 5, C, carries -0.13; number 6, C, carries 0.06


No. 3
ORCA calculation (the ωB97M-V functional and the def2-TZVPD basis) on 5 unconnected molecules or ions with the total composition C73H39F9N2O11 at a distorted geometry.

Cartesian coordinates (Å):
C (-0.26108, -3.82906, 2.22646)
C (-0.89242, -2.95682, 1.44935)
C (-1.37478, -2.09281, 0.20315)
C (-2.56370, -2.58649, -0.72490)
C (-3.41319, -3.93098, -0.50452)
C (-4.04757, -4.10907, 0.96461)
C (-5.23773, -3.05500, 1.30752)
F (-4.74688, -1.70628, 1.29909)
F (-5.59509, -3.33800, 2.70096)
C (-6.57787, -3.30668, 0.44795)
F (-7.67867, -3.51665, 1.38349)
F (-6.52722, -4.50681, -0.37664)
C (-7.02486, -2.10565, -0.52724)
F (-5.96659, -1.52056, -1.29714)
F (-7.93111, -2.70441, -1.50574)
C (-7.92960, -0.95475, 0.20690)
F (-9.30572, -1.37101, 0.32792)
F (-7.36397, -0.47536, 1.42398)
F (-7.96266, 0.17283, -0.71525)
C (-2.91295, -1.65354, -1.97068)
C (-2.19520, -0.30267, -2.31124)
O (-2.46804, 0.55878, -3.43239)
C (-3.66340, 0.19654, -4.11449)
N (-4.57868, -0.43088, -4.64858)
C (-1.03977, 0.18298, -1.32536)
C (-0.64669, -0.72859, -0.10019)
C (0.54922, 0.06261, 0.62567)
O (1.36027, -0.25471, 1.53790)
N (0.60233, 1.40441, -0.06980)
C (-0.15297, 1.52011, -1.36799)
O (-0.12724, 2.44590, -2.23286)
H (0.29703, -4.45015, 3.03300)
H (-4.25956, -3.91569, -1.30768)
H (-2.71345, -4.82219, -0.76154)
H (-4.52062, -5.17601, 0.99002)
H (-3.29741, -4.07945, 1.83275)
H (-3.76359, -2.05443, -2.65477)
H (-0.04119, 1.94320, 0.54262)
O (5.82244, 1.73633, 7.57930)
C (5.41103, 0.79691, 6.91831)
C (5.10849, -0.50138, 7.56346)
C (5.27505, -0.64706, 8.94298)
C (4.95239, -1.85430, 9.55837)
C (4.46181, -2.91617, 8.79914)
C (4.31355, -2.77549, 7.42299)
C (4.64225, -1.57265, 6.80465)
C (4.49501, -1.44888, 5.34067)
O (4.13825, -2.40717, 4.67231)
C (4.77633, -0.15127, 4.69827)
C (4.60364, -0.01758, 3.32053)
C (4.83180, 1.21068, 2.70749)
C (5.23320, 2.30713, 3.46942)
C (5.42060, 2.17151, 4.84301)
C (5.19697, 0.93872, 5.45991)
H (5.65090, 0.17876, 9.54003)
H (5.07737, -1.96550, 10.63133)
H (4.19701, -3.85317, 9.28010)
H (3.93547, -3.60550, 6.83285)
H (4.28662, -0.86691, 2.72225)
H (4.69269, 1.31491, 1.63558)
H (5.40217, 3.26785, 2.99209)
H (5.73651, 3.02937, 5.42984)
O (-2.30044, 6.99470, -7.90274)
C (-2.66883, 5.86794, -8.19419)
C (-3.08897, 4.91930, -7.13916)
C (-3.08310, 5.32586, -5.80300)
C (-3.51408, 4.45355, -4.80868)
C (-3.95328, 3.17440, -5.14408)
C (-3.94393, 2.76012, -6.47248)
C (-3.50558, 3.63052, -7.47236)
C (-3.48218, 3.17548, -8.87980)
O (-3.79466, 2.03087, -9.16488)
C (-3.08133, 4.12994, -9.93643)
C (-3.08975, 3.72307, -11.27263)
C (-2.74649, 4.62358, -12.27645)
C (-2.39463, 5.93184, -11.95016)
C (-2.37146, 6.33614, -10.61831)
C (-2.71002, 5.43343, -9.60750)
H (-2.74724, 6.32321, -5.53560)
H (-3.51300, 4.77289, -3.77070)
H (-4.30137, 2.49895, -4.36884)
H (-4.28280, 1.75959, -6.72650)
H (-3.36774, 2.70608, -11.53409)
H (-2.75747, 4.30650, -13.31503)
H (-2.13607, 6.63680, -12.73469)
H (-2.09304, 7.35674, -10.37140)
O (3.70608, 7.10575, -7.72373)
C (3.60187, 6.78367, -6.55141)
C (4.76610, 6.24147, -5.81565)
C (5.99691, 6.11836, -6.46460)
C (7.10591, 5.64690, -5.76890)
C (6.99094, 5.29845, -4.42454)
C (5.76200, 5.40347, -3.78014)
C (4.64538, 5.86962, -4.47679)
C (3.33903, 5.96085, -3.78801)
O (3.22160, 5.58430, -2.63298)
C (2.18052, 6.52113, -4.51702)
C (0.95085, 6.64579, -3.86625)
C (-0.13614, 7.20276, -4.53329)
C (0.00052, 7.63726, -5.85064)
C (1.22107, 7.50101, -6.50624)
C (2.31293, 6.93728, -5.84182)
H (6.09446, 6.39346, -7.51079)
H (8.06309, 5.55607, -6.27374)
H (7.85968, 4.94254, -3.87880)
H (5.67782, 5.12534, -2.73347)
H (0.83878, 6.31361, -2.83806)
H (-1.09034, 7.30242, -4.02414)
H (-0.84508, 8.08024, -6.36732)
H (1.31937, 7.83894, -7.53398)
O (-0.22038, -9.97293, 6.49997)
C (0.05683, -8.98868, 7.16525)
C (-0.18019, -8.97851, 8.62607)
C (-0.70578, -10.11322, 9.24829)
C (-0.89447, -10.12597, 10.62688)
C (-0.55841, -9.00835, 11.38845)
C (-0.05097, -7.87009, 10.76923)
C (0.13332, -7.85099, 9.38535)
C (0.65646, -6.63021, 8.73393)
O (0.87937, -5.62570, 9.39047)
C (0.91201, -6.64701, 7.27696)
C (1.43967, -5.51299, 6.65610)
C (1.71531, -5.52891, 5.29141)
C (1.46548, -6.67787, 4.54395)
C (0.92606, -7.80587, 5.15726)
C (0.64311, -7.79045, 6.52526)
H (-0.96460, -10.98957, 8.66118)
H (-1.29898, -11.01062, 11.10957)
H (-0.69410, -9.02359, 12.46570)
H (0.20415, -7.00037, 11.36795)
H (1.64157, -4.61516, 7.23359)
H (2.12957, -4.64598, 4.81179)
H (1.68923, -6.69408, 3.48103)
H (0.73096, -8.69682, 4.56708)

Calculated values
E_LUMO	-1.865	eV

Here are the Löwdin charges for atoms 1 to 6, given in e: number 1, C, carries 0.12; number 2, C, carries -0.06; number 3, C, carries -0.06; number 4, C, carries -0.08; number 5, C, carries -0.13; number 6, C, carries -0.07


No. 4
ORCA calculation (the ωB97M-V functional and the def2-TZVPD basis) on a molecular structure, C34H30O6PS6SbSiZr.

Cartesian coordinates (Å):
Zr (-0.53217, -1.06652, 2.10702)
O (3.39706, 0.38502, 1.71180)
C (2.47652, -0.23832, 2.20392)
O (1.49796, -0.77723, 1.54839)
C (2.45200, -0.46131, 3.71403)
O (1.18872, -0.87932, 4.21696)
C (0.57103, 0.11364, 5.03156)
C (-0.03733, 1.22652, 4.18239)
O (-0.24596, 2.32386, 4.66080)
O (-0.27779, 0.87201, 2.95771)
H (0.55368, 0.88745, 0.61679)
H (2.77902, 0.46293, 4.19291)
H (3.18616, -1.23881, 3.93637)
H (1.28406, 0.53561, 5.74225)
H (-0.23677, -0.37562, 5.57360)
S (-5.34355, -3.02263, 2.50514)
Sb (-3.81649, -1.37368, 2.30111)
S (-2.25886, -1.77098, 0.49123)
S (-2.07524, -1.58491, 3.98417)
S (-4.40409, 0.81154, 2.12132)
O (-0.34331, 0.65299, 0.33037)
Si (-0.97072, 1.75658, -0.76701)
C (-1.91773, 3.10929, 0.08915)
C (-2.78522, 3.92400, -0.64446)
C (-3.48072, 4.95673, -0.03375)
C (-3.32916, 5.17887, 1.32930)
C (-2.48544, 4.36859, 2.07392)
C (-1.78183, 3.34271, 1.45812)
C (-2.07566, 1.00259, -2.06431)
C (-1.69270, 0.95235, -3.40562)
C (-2.55229, 0.45434, -4.37697)
C (-3.80893, -0.00750, -4.01153)
C (-4.20897, 0.04498, -2.68234)
C (-3.35544, 0.55689, -1.71663)
C (0.56844, 2.44774, -1.60572)
C (1.79221, 1.77580, -1.56176)
C (2.91568, 2.28301, -2.20323)
C (2.83186, 3.47208, -2.91080)
C (1.62514, 4.15889, -2.96437)
C (0.51072, 3.65214, -2.31315)
H (-2.94199, 3.73271, -1.70193)
H (-4.15751, 5.57252, -0.61466)
H (-3.88814, 5.97170, 1.81294)
H (-2.38365, 4.50759, 3.14276)
H (-1.15981, 2.69763, 2.06500)
H (-0.70913, 1.30479, -3.69911)
H (-2.23786, 0.41995, -5.41382)
H (-4.47839, -0.40887, -4.76381)
H (-5.18600, -0.31851, -2.38915)
H (-3.68601, 0.59982, -0.68252)
H (1.89117, 0.84542, -1.01130)
H (3.85471, 1.74789, -2.13796)
H (3.70653, 3.86995, -3.41163)
H (1.55617, 5.09450, -3.50683)
H (-0.42053, 4.20820, -2.34679)
S (1.42176, -6.30050, 0.75892)
P (1.21418, -4.34457, 0.78286)
S (0.25092, -3.62050, 2.42734)
C (0.32435, -3.75044, -0.69356)
C (-0.70493, -4.53881, -1.19696)
C (-1.48283, -4.08182, -2.24867)
C (-1.23240, -2.83970, -2.81436)
C (-0.19576, -2.05772, -2.32718)
C (0.57729, -2.50479, -1.26457)
C (2.86986, -3.58475, 0.64921)
C (3.53711, -3.57181, -0.57267)
C (4.82494, -3.06702, -0.66048)
C (5.46356, -2.58584, 0.47524)
C (4.81034, -2.61813, 1.69772)
C (3.51759, -3.11535, 1.78303)
H (-0.89598, -5.50323, -0.74322)
H (-2.30413, -4.68727, -2.61194)
H (-1.85987, -2.46749, -3.61453)
H (-0.00156, -1.08396, -2.76101)
H (1.36466, -1.87654, -0.86760)
H (3.04226, -3.95706, -1.45612)
H (5.33053, -3.04460, -1.61853)
H (6.46483, -2.17855, 0.40455)
H (5.30334, -2.23871, 2.58503)
H (2.98642, -3.13846, 2.72762)

Calculated values
charge	-2
E_LUMO	3.965	eV

Here are the Löwdin charges for atoms 1 to 6, given in e: number 1, Zr, carries 1.03; number 2, O, carries 0.06; number 3, C, carries -0.62; number 4, O, carries -0.25; number 5, C, carries -0.10; number 6, O, carries -0.22


What did the first record say?
ORCA calculation (the ωB97M-V functional and the def2-TZVPD basis) on a molecular structure, C2H3MgO4Rb at a distorted geometry.

Cartesian coordinates (Å):
O (-0.77571, 0.79130, -0.70547)
C (-0.47299, 1.18795, -1.82633)
C (0.91453, 0.99787, -2.35213)
O (1.73075, 0.33658, -1.48372)
O (-0.40263, -3.50814, 5.05351)
O (-0.17000, -2.19141, 5.77901)
Mg (0.91180, -0.17410, 0.17785)
Rb (-2.54014, -1.59517, 3.79856)
H (-1.24009, 1.64123, -2.48021)
H (1.26190, 2.02288, -2.62386)
H (0.78257, 0.49100, -3.33721)

Calculated values
E_LUMO (spin up / spin down)	-0.870 / -1.035	eV

Here are the Löwdin charges for atoms 1 to 6, given in e: number 1, O, carries -0.11; number 2, C, carries -0.20; number 3, C, carries -0.39; number 4, O, carries -0.40; number 5, O, carries -0.47; number 6, O, carries -0.47